This record from OMol25 describes a molecular structure, C37H45AsClN4O2RuS2Si at a distorted geometry. The level of theory is ωB97M-V/def2-TZVPD.

Total charge ... 0
<S²> ... 0.756
E_HOMO (spin up / spin down) ... -0.2776 / -0.2761 Eh
Multiplicity ... 2
ΔE to the lowest compared entry with this formula, charge and spin ... 0.0 kcal/mol
Frontier orbital gap (spin up / spin down) ... 7.4 / 7.4 eV
Largest force on an atom ... 1.24 eV Å⁻¹

Geometry (Å):
Ru1 0.3300 -0.4029 0.8379
C1 0.0991 -0.2481 -1.2302
Si1 -0.5153 1.3652 -1.8361
C2 -1.7555 1.8041 -0.4841
N1 -1.2520 1.4744 0.8824
C3 -2.4044 1.1006 1.7368
C4 -3.4347 2.2205 1.8903
C5 -2.7640 3.5787 2.1613
C6 -1.3099 3.3767 2.5692
C7 -0.5278 2.6351 1.4856
C8 -1.5004 1.2242 -3.4434
C9 -2.6483 0.4238 -3.4806
C10 -3.4249 0.3223 -4.6253
C11 -3.0642 1.0208 -5.7706
C12 -1.9221 1.8073 -5.7628
C13 -1.1518 1.9068 -4.6100
C14 0.7509 2.7111 -2.1615
C15 1.9663 2.3885 -2.7693
C16 2.8831 3.3709 -3.1137
C17 2.6043 4.7043 -2.8442
C18 1.4000 5.0487 -2.2454
C19 0.4813 4.0590 -1.9196
H1 0.9422 -0.6551 -1.7967
H2 -0.7357 -0.9543 -1.3624
H3 -2.6274 1.1727 -0.6793
H4 -2.1158 2.8389 -0.5273
H5 -2.0102 0.8212 2.7128
H6 -2.8600 0.2082 1.3250
H7 -4.0999 1.9439 2.7108
H8 -4.0542 2.2819 0.9940
H9 -3.3005 4.1321 2.9334
H10 -2.7903 4.1985 1.2602
H11 -1.2595 2.8287 3.5153
H12 -0.8243 4.3404 2.7381
H13 0.4148 2.2848 1.8915
H14 -0.2887 3.3368 0.6840
H15 -2.9414 -0.1398 -2.5994
H16 -4.3113 -0.3006 -4.6252
H17 -3.6725 0.9519 -6.6640
H18 -1.6307 2.3485 -6.6547
H19 -0.2660 2.5319 -4.6223
H20 2.2076 1.3487 -2.9660
H21 3.8193 3.0970 -3.5846
H22 3.3202 5.4737 -3.1055
H23 1.1745 6.0874 -2.0371
H24 -0.4654 4.3503 -1.4749
S1 4.6785 0.8160 0.6528
C20 3.7868 2.2599 0.4267
C21 2.4439 2.0467 0.4279
C22 2.0666 0.6722 0.6130
C23 3.2079 -0.0793 0.7579
C24 3.1048 -1.4949 0.9746
C25 4.1830 -2.3371 1.2424
C26 3.9515 -3.6765 1.4671
C27 2.6468 -4.1451 1.4134
C28 1.6260 -3.2530 1.1547
N2 1.8313 -1.9484 0.9388
H25 4.3036 3.1973 0.2891
H26 1.7567 2.8633 0.2841
H27 5.1814 -1.9225 1.2883
H28 4.7723 -4.3454 1.6930
H29 2.4112 -5.1872 1.5744
H30 0.6042 -3.5823 1.1237
Cl1 -4.2340 -2.0448 2.3640
C29 -2.8100 -3.1193 2.4758
C30 -1.4751 -2.3892 2.3423
O1 -0.5423 -2.8069 3.0316
O2 -1.4461 -1.4250 1.5115
H31 -2.8863 -3.8400 1.6634
H32 -2.8528 -3.6287 3.4316
S2 -1.0677 -3.4763 -0.7186
C31 -0.6253 -4.5014 -1.9367
N3 -1.5990 -5.2296 -2.6050
C32 -1.3376 -6.1344 -3.5648
C33 -0.0556 -6.3337 -3.9555
C34 0.9186 -5.5424 -3.2986
N4 0.6694 -4.6875 -2.3512
H33 -2.5446 -5.0587 -2.2939
H34 -2.1863 -6.6617 -3.9775
H35 0.2019 -7.0478 -4.7207
H36 1.9631 -5.6374 -3.5831
C35 1.7476 1.4762 3.9948
As1 0.8556 -0.1600 3.3933
C36 2.1717 -1.3851 4.1336
C37 -0.5344 -0.2720 4.7681
H37 2.0482 1.3511 5.0355
H38 1.0978 2.3472 3.9156
H39 2.6337 1.6418 3.3801
H40 2.2717 -1.1891 5.2008
H41 3.1333 -1.2283 3.6486
H42 1.8337 -2.4055 3.9680
H43 -0.3163 -1.1290 5.4022
H44 -1.5151 -0.4242 4.3234
H45 -0.5387 0.6384 5.3667

Atom charges from the Mulliken analysis, given in e for atoms 1 to 8:
1. Ru 0.010
2. C -0.034
3. Si -1.610
4. C -0.681
5. N 2.402
6. C -1.180
7. C -0.715
8. C -0.971



This record from OMol25 describes a single C2H4INS molecule at a distorted geometry. The level of theory is ωB97M-V/def2-TZVPD.

Total charge ... 0
<S²> ... 2.010
E_HOMO (spin up / spin down) ... -0.3292 / -0.3274 Eh
Multiplicity ... 3
ΔE to the lowest compared entry with this formula, charge and spin ... 38.6 kcal/mol
Frontier orbital gap (spin up / spin down) ... 9.2 / 6.9 eV
Largest force on an atom ... 4.21 eV Å⁻¹

Geometry (Å):
C1 0.0935 -0.6669 0.1808
C2 -0.6096 0.6490 0.2972
N1 1.3175 -0.8517 -0.4232
S1 0.5794 1.8840 0.5748
I1 1.8017 0.1017 -2.0525
H1 0.1703 -1.0673 1.2833
H2 -0.7126 -1.2408 -0.3182
H3 -1.2253 0.6471 -0.6209
H4 -1.4148 0.5447 1.0788

Atom charges from the natural (NBO) analysis, given in e for atoms 1 to 8:
1. C -0.307
2. C -0.649
3. N -0.479
4. S 0.146
5. I 0.387
6. H 0.210
7. H 0.221
8. H 0.211



This record from OMol25 describes 15 unconnected molecules or ions with the total composition C22H27Cl42NOP at a distorted geometry. The level of theory is ωB97M-V/def2-TZVPD.

Total charge ... +1
E_HOMO ... -0.4381 Eh
Frontier orbital gap ... 8.5 eV
Largest force on an atom ... 6.38 eV Å⁻¹

Geometry (Å):
C1 -1.2694 1.3340 2.3392
P1 -0.1213 0.4420 1.0445
C2 -0.2049 -1.4528 1.4148
C3 -1.7917 -1.8513 1.5920
O1 -1.9561 -3.3075 1.3481
C4 -0.9160 0.8804 -0.6835
C5 -0.9434 2.4712 -1.0111
C6 -1.6653 2.8899 -2.4620
C7 -2.2092 1.5375 -3.2627
C8 -2.0406 -0.0032 -2.7649
N1 -1.3838 -0.3011 -1.4571
H1 -1.0964 0.9603 3.4349
H2 -2.3762 1.0167 2.0278
H3 -1.1426 2.4887 2.1961
H4 1.2311 0.9488 1.1174
H5 0.3761 -2.0988 0.6250
H6 0.3270 -1.6147 2.4600
H7 -2.1093 -1.5288 2.6817
H8 -2.4535 -1.2695 0.7934
H9 -1.7968 -3.4340 0.3575
H10 -0.5198 3.2811 -0.2708
H11 -1.7994 3.9899 -2.8350
H12 -2.7608 1.7091 -4.3011
H13 -2.4609 -0.9148 -3.4072
C9 -2.2118 -6.7680 3.0212
Cl1 -3.4482 -6.9442 4.2782
Cl2 -0.6147 -7.2013 3.6544
Cl3 -2.6126 -7.7626 1.6107
H14 -2.1857 -5.7211 2.7082
C10 1.4511 -5.2008 6.3914
Cl4 2.7148 -4.3107 5.5252
Cl5 2.1642 -6.2388 7.6378
Cl6 0.2816 -4.0801 7.1095
H15 0.9242 -5.8358 5.6746
C11 -0.0230 2.5390 -6.6843
Cl7 -1.2594 2.3628 -5.4274
Cl8 1.5741 2.1057 -6.0511
Cl9 -0.4238 1.5444 -8.0949
H16 0.0031 3.5859 -6.9973
C12 5.0901 3.5273 -5.6641
Cl10 4.2816 2.0751 -5.0499
Cl11 4.0089 4.9279 -5.5709
Cl12 6.5852 3.8345 -4.7643
H17 5.3477 3.3604 -6.7131
C13 -0.9685 3.9461 5.5117
Cl13 -0.8801 2.3335 6.2406
Cl14 0.1636 4.0787 4.1552
Cl15 -2.6214 4.2984 4.9795
H18 -0.6863 4.6821 6.2689
C14 -4.3655 -0.0084 4.3672
Cl16 -5.1003 -1.4856 3.7212
Cl17 -2.7524 -0.3484 5.0167
Cl18 -4.2812 1.2431 3.1158
H19 -4.9938 0.3610 5.1818
C15 4.9466 -8.1075 5.2750
Cl19 5.0350 -9.7201 6.0038
Cl20 6.0787 -7.9748 3.9184
Cl21 3.2937 -7.7552 4.7427
H20 5.2288 -7.3715 6.0322
C16 -1.5752 -5.4315 -2.2688
Cl22 -3.0971 -6.3271 -2.1227
Cl23 -1.8895 -3.6998 -2.4732
Cl24 -0.5484 -5.7147 -0.8528
H21 -1.0469 -5.7926 -3.1549
C17 -4.2978 1.0828 8.4507
Cl25 -5.0326 -0.3945 7.8047
Cl26 -2.6847 0.7428 9.1001
Cl27 -4.2135 2.3343 7.1992
H22 -4.9261 1.4521 9.2652
C18 2.7655 3.3680 -9.9415
Cl28 3.3968 3.5682 -11.5850
Cl29 4.0401 3.6591 -8.7456
Cl30 1.3935 4.4547 -9.6655
H23 2.4170 2.3381 -9.8296
C19 -6.5882 -0.4673 11.8369
Cl31 -6.1557 1.2029 11.4330
Cl32 -8.0800 -0.9419 11.0069
Cl33 -5.2660 -1.5705 11.4194
H24 -6.7596 -0.5276 12.9146
C20 1.6164 8.1475 -4.7908
Cl34 0.3800 7.9714 -3.5338
Cl35 3.2136 7.7143 -4.1576
Cl36 1.2156 7.1530 -6.2013
H25 1.6425 9.1944 -5.1038
C21 4.3294 0.3280 -14.4122
Cl37 2.9229 -0.5702 -15.0078
Cl38 4.5292 1.8403 -15.3136
Cl39 4.1705 0.6539 -12.6778
H26 5.2206 -0.2855 -14.5671
C22 6.0613 2.1264 -1.3288
Cl40 5.8296 3.3811 -0.0993
Cl41 7.5312 1.1943 -0.9973
Cl42 4.6499 1.0578 -1.4007
H27 6.1744 2.6135 -2.3007

Atom charges from the Mulliken analysis, given in e for atoms 1 to 8:
1. C -0.272
2. P 0.171
3. C -0.473
4. C 0.025
5. O -0.268
6. C 0.195
7. C -0.326
8. C -0.426



This record from OMol25 describes a gas-phase ion, C6H8N (charge +1) at a distorted geometry. The level of theory is ωB97M-V/def2-TZVPD.

Total charge ... +1
E_HOMO ... -0.5284 Eh
ΔE to the lowest compared entry with this formula, charge and spin ... 135.5 kcal/mol
Frontier orbital gap ... 8.2 eV
Largest force on an atom ... 5.40 eV Å⁻¹

Geometry (Å):
C1 1.6998 0.6755 -0.3535
C2 0.5472 -0.1042 -0.0392
C3 2.7811 -0.0814 0.4664
C4 -0.8041 0.1871 -0.0521
C5 1.7249 -0.9705 -0.1731
C6 -3.1202 -0.0738 0.1359
N1 -1.8474 -0.5528 0.0411
H1 1.8631 1.4829 -1.0838
H2 3.7416 -0.3172 -0.0405
H3 2.6917 -0.1326 1.5944
H4 -0.9050 1.2834 -0.2412
H5 2.0410 -1.6555 -0.8652
H6 -3.2451 -0.1184 1.2969
H7 -3.3479 1.0502 -0.2810
H8 -3.8209 -0.6728 -0.4051

Atom charges from the Mulliken analysis, given in e for atoms 1 to 8:
1. C -0.329
2. C 0.622
3. C -0.363
4. C -0.088
5. C -0.309
6. C -0.599
7. N -0.254
8. H 0.346